# C8H21N3O13S2Zn

A molecular structure, C8H21N3O13S2Zn (ωB97M-V with the def2-TZVPD basis set, the OMol25 dataset).

Frontier orbital gap ... 5.5 eV
Total charge ... -2
Energy ... -109816.5844 eV
Highest occupied orbital energy ... -1.1 eV

Structure (XYZ):
```
48
C8H21N3O13S2Zn ωB97M-V with the def2-TZVPD basis set
Zn 0.91 -0.65 -0.03
S 4.04 -0.23 -0.14
O 3.85 1.04 -0.84
O 4.63 -1.22 -1.07
O 4.94 -0.02 0.97
O 2.74 -0.66 0.31
S -1.17 -2.15 -0.91
O -1.95 -3.20 -0.27
O -1.12 -0.97 -0.11
O 0.26 -2.42 -0.88
O -1.59 -1.96 -2.27
C -3.47 0.97 -0.62
C -4.40 1.70 -1.63
O -4.34 3.09 -1.55
O -2.10 1.20 -0.83
H -3.79 -0.06 -0.53
H -3.79 1.40 0.33
H -5.44 1.43 -1.45
H -4.34 1.28 -2.63
H -3.42 3.33 -1.68
H -1.69 0.33 -0.72
O 1.12 -0.03 -1.96
C 1.81 -0.42 -2.93
N 2.10 -1.72 -2.90
C 2.30 0.48 -3.99
H 1.73 -2.31 -2.16
H 2.85 -2.07 -3.47
H 3.02 1.26 -3.74
H 1.42 0.94 -4.44
H 2.86 -0.11 -4.72
O 0.56 -1.47 1.88
C -0.08 -1.93 2.81
N -1.30 -2.17 2.65
C 0.57 -2.37 4.11
H -1.79 -1.73 1.89
H -1.66 -2.99 3.12
H 0.90 -3.37 3.82
H -0.20 -2.48 4.87
H 1.41 -1.72 4.35
O 0.47 1.04 0.95
C 0.59 2.03 1.62
N 1.53 2.93 1.26
C -0.49 2.33 2.61
H 1.75 3.79 1.75
H 2.06 2.75 0.41
H -1.24 3.08 2.38
H -0.08 2.65 3.57
H -1.00 1.38 2.82
```

# C5H9O4S

2 unconnected molecules or ions with the total composition C5H9O4S (ωB97M-V with the def2-TZVPD basis set, the OMol25 dataset).

Frontier orbital gap ... 7.3 eV
Total charge ... -1
Energy ... -24356.6990 eV
Highest occupied orbital energy ... -3.7 eV

Structure (XYZ):
```
19
C5H9O4S ωB97M-V with the def2-TZVPD basis set
C -1.09 -0.60 0.65
C -1.34 -0.27 -0.79
C -0.36 0.64 1.13
C 0.16 0.22 -1.25
C 0.55 1.03 -0.06
O 4.12 -1.45 0.24
O 3.49 0.57 -1.11
O 1.21 2.04 -0.19
O 2.18 -0.28 0.96
S 3.52 -0.14 0.48
H -2.11 -0.66 1.20
H -0.54 -1.53 0.88
H -1.72 -1.02 -1.47
H -1.96 0.70 -0.91
H -1.01 1.51 1.50
H 0.33 0.33 1.95
H 0.76 -0.65 -1.24
H 0.22 0.99 -2.12
H 3.31 1.51 -0.91
```

# C37H45BF3N9O5ReS2

A molecular structure, C37H45BF3N9O5ReS2 (ωB97M-V with the def2-TZVPD basis set, the OMol25 dataset).

Frontier orbital gap (spin up / spin down) ... 7.2 / 6.7 eV
Expectation value of S² ... 3.773
Multiplicity ... 4
Energy ... -95379.6788 eV
Highest occupied orbital energy (spin up / spin down) ... -6.8 / -6.8 eV

Structure (XYZ):
```
103
C37H45BF3N9O5ReS2 ωB97M-V with the def2-TZVPD basis set
Re 0.51 -0.44 -0.24
C -0.43 -1.11 3.20
C 0.81 -1.73 2.65
C 1.74 -2.48 3.38
C 2.74 -2.81 2.49
C 4.03 -3.51 2.77
N 2.40 -2.31 1.29
N 1.22 -1.64 1.38
B 3.05 -2.62 -0.08
N 3.35 -1.29 -0.79
N 2.52 -0.21 -0.77
C 3.17 0.82 -1.30
C 2.56 2.17 -1.45
C 4.45 0.40 -1.69
C 4.52 -0.94 -1.35
C 5.67 -1.88 -1.54
N 2.09 -3.61 -0.84
N 0.96 -3.24 -1.49
C 0.27 -4.30 -1.92
C -0.98 -4.14 -2.69
C 0.98 -5.42 -1.49
C 2.10 -4.96 -0.83
C 3.16 -5.78 -0.18
H -0.79 -1.70 4.04
H -1.20 -1.05 2.44
H -0.23 -0.10 3.54
H 1.70 -2.72 4.43
H 4.13 -3.66 3.84
H 4.88 -2.92 2.42
H 4.09 -4.49 2.28
H 4.07 -3.21 0.09
H 1.53 2.17 -1.10
H 2.58 2.48 -2.49
H 3.12 2.90 -0.86
H 5.22 1.00 -2.15
H 6.47 -1.36 -2.06
H 5.37 -2.75 -2.12
H 6.05 -2.22 -0.58
H -1.57 -3.31 -2.29
H -1.56 -5.06 -2.67
H -0.76 -3.89 -3.73
H 0.70 -6.45 -1.66
H 3.02 -6.82 -0.46
H 3.09 -5.72 0.91
H 4.16 -5.46 -0.47
O 2.42 -2.54 -3.57
S 1.38 -1.51 -3.27
N 0.68 -1.93 -1.76
F 1.07 5.58 7.20
C 0.16 5.77 6.23
F 0.26 7.06 5.84
F -1.06 5.63 6.79
C 0.35 4.82 5.08
C 1.26 3.78 5.14
C 1.35 2.88 4.10
C 0.52 3.00 2.97
C -0.36 4.08 2.91
C -0.46 4.98 3.96
C 0.56 2.01 1.94
C 0.55 1.10 1.13
H 1.90 3.68 6.01
H 2.05 2.06 4.14
H -0.99 4.20 2.03
H -1.15 5.81 3.90
C -2.99 -3.24 0.23
N -3.55 -1.92 0.45
C -5.00 -1.86 0.47
C -5.47 -0.44 0.23
C -4.68 0.46 1.16
N -3.26 0.35 0.85
C -2.53 1.60 0.75
C -2.73 -0.82 0.47
O -1.51 -1.02 0.25
H -3.29 -3.63 -0.74
H -3.36 -3.92 1.00
H -1.91 -3.20 0.28
H -5.37 -2.22 1.44
H -5.38 -2.53 -0.30
H -6.54 -0.35 0.41
H -5.25 -0.15 -0.80
H -4.86 0.18 2.20
H -4.97 1.50 1.04
H -3.06 2.29 0.08
H -1.54 1.44 0.35
H -2.43 2.06 1.74
C -2.43 6.06 -5.14
C -2.19 4.69 -4.56
C -1.02 4.39 -3.87
C -0.81 3.13 -3.33
C -1.79 2.15 -3.48
C -2.96 2.43 -4.16
C -3.16 3.69 -4.70
S -1.56 0.50 -2.87
O -2.78 0.13 -2.19
O -1.28 -0.32 -4.03
O -0.37 0.67 -1.96
H -1.59 6.72 -4.95
H -3.32 6.51 -4.70
H -2.58 6.00 -6.21
H -0.26 5.15 -3.75
H 0.09 2.89 -2.79
H -3.71 1.66 -4.26
H -4.08 3.92 -5.23
```

# C90H190N10O10

10 unconnected molecules or ions with the total composition C90H190N10O10 (ωB97M-V with the def2-TZVPD basis set, the OMol25 dataset).

Frontier orbital gap ... 8.1 eV
Energy ... -131763.2159 eV
Highest occupied orbital energy ... -7.8 eV

Structure (XYZ):
```
300
C90H190N10O10 ωB97M-V with the def2-TZVPD basis set
C -3.22 3.73 -32.24
C -3.96 3.30 -31.00
C -3.87 1.82 -30.86
C -4.19 1.35 -29.50
C -3.33 2.02 -28.30
C -3.44 3.59 -28.39
N -3.24 3.98 -29.83
O -3.23 5.34 -29.86
C -4.81 4.06 -27.82
C -2.27 4.09 -27.42
C -5.40 3.82 -31.00
H -2.15 3.55 -32.12
H -3.21 4.79 -32.50
H -3.45 3.05 -33.06
H -4.36 1.38 -31.72
H -2.83 1.58 -31.09
H -4.07 0.28 -29.35
H -5.23 1.46 -29.21
H -2.42 1.51 -28.00
H -3.91 1.67 -27.44
H -5.68 3.65 -28.33
H -4.95 4.05 -26.74
H -4.88 5.14 -27.96
H -2.49 3.92 -26.37
H -1.32 3.70 -27.77
H -2.18 5.18 -27.43
H -5.43 4.59 -31.77
H -5.71 4.39 -30.13
H -6.21 3.12 -31.22
H -2.33 5.47 -29.55
C 0.81 1.19 -19.02
C 1.78 -0.06 -19.38
C 1.06 -1.28 -19.16
C -0.03 -1.64 -20.19
C 0.74 -1.91 -21.44
C 1.67 -0.80 -21.90
N 2.20 0.00 -20.79
O 2.80 1.11 -21.27
C 2.91 -1.50 -22.42
C 0.84 -0.05 -22.85
C 3.01 -0.05 -18.49
H 0.82 1.48 -17.97
H -0.21 1.31 -19.38
H 1.35 2.13 -19.17
H 1.69 -2.08 -18.78
H 0.39 -1.26 -18.29
H -0.72 -0.87 -20.53
H -0.74 -2.32 -19.73
H -0.11 -2.15 -22.08
H 1.23 -2.87 -21.31
H 3.43 -1.98 -21.59
H 2.69 -2.31 -23.12
H 3.65 -0.87 -22.91
H 1.26 0.76 -23.44
H 0.29 -0.73 -23.50
H 0.01 0.48 -22.39
H 3.47 0.88 -18.81
H 3.67 -0.90 -18.66
H 2.85 -0.07 -17.41
H 2.12 1.66 -21.68
C 5.85 -3.95 -23.81
C 7.00 -4.05 -22.74
C 8.21 -3.68 -23.62
C 9.36 -3.26 -22.73
C 9.07 -2.21 -21.65
C 7.77 -2.49 -20.84
N 6.66 -3.01 -21.78
O 5.47 -3.14 -21.06
C 8.11 -3.54 -19.69
C 7.40 -1.20 -20.15
C 7.19 -5.53 -22.22
H 5.99 -4.39 -24.80
H 5.50 -2.94 -23.99
H 4.91 -4.32 -23.41
H 8.45 -4.47 -24.33
H 7.91 -2.78 -24.16
H 10.20 -2.79 -23.25
H 9.81 -4.19 -22.38
H 9.27 -1.17 -21.90
H 9.88 -2.45 -20.97
H 7.26 -3.95 -19.15
H 8.52 -4.50 -20.01
H 8.76 -3.02 -18.99
H 8.28 -0.82 -19.64
H 7.18 -0.62 -21.05
H 6.53 -1.43 -19.53
H 6.82 -6.28 -22.92
H 6.46 -5.59 -21.42
H 8.24 -5.78 -22.07
H 4.93 -2.39 -21.30
C 1.39 7.82 -23.17
C 0.20 8.80 -23.41
C 0.21 9.47 -24.82
C -0.23 8.57 -25.94
C -1.52 7.75 -25.59
C -1.53 6.98 -24.25
N -1.04 7.95 -23.26
O -1.21 7.47 -21.92
C -3.07 6.73 -23.87
C -0.64 5.77 -24.29
C 0.26 9.82 -22.26
H 1.39 7.18 -22.29
H 2.31 8.39 -23.00
H 1.88 7.23 -23.94
H -0.55 10.25 -24.80
H 1.19 9.89 -25.04
H 0.63 7.90 -26.03
H -0.30 9.12 -26.88
H -1.69 7.14 -26.47
H -2.38 8.42 -25.59
H -3.14 5.94 -23.13
H -3.54 7.67 -23.58
H -3.68 6.47 -24.73
H 0.28 5.86 -24.87
H -0.27 5.50 -23.30
H -1.21 4.88 -24.53
H -0.52 10.58 -22.19
H 1.20 10.37 -22.32
H 0.29 9.38 -21.26
H -2.13 7.73 -21.86
C 3.04 4.47 -24.51
C 4.47 3.96 -24.81
C 4.96 4.97 -25.96
C 6.50 4.77 -26.23
C 7.20 5.07 -24.84
C 6.76 4.06 -23.68
N 5.33 4.08 -23.58
O 4.70 3.44 -22.46
C 7.25 2.63 -23.91
C 7.36 4.66 -22.40
C 4.44 2.47 -25.36
H 2.35 4.54 -25.35
H 2.94 5.42 -23.99
H 2.51 3.81 -23.83
H 4.46 4.64 -26.87
H 4.64 6.01 -25.84
H 6.89 5.48 -26.96
H 6.81 3.84 -26.70
H 7.01 6.10 -24.51
H 8.27 4.86 -24.93
H 7.21 2.18 -24.90
H 8.31 2.63 -23.66
H 6.86 1.91 -23.18
H 7.26 3.87 -21.66
H 8.42 4.93 -22.42
H 6.68 5.42 -22.00
H 3.53 2.27 -25.93
H 4.49 1.72 -24.58
H 5.31 2.45 -26.02
H 4.69 2.52 -22.74
C 13.18 5.96 -18.14
C 11.65 6.44 -18.29
C 11.06 6.23 -19.82
C 10.77 4.73 -20.08
C 9.99 4.06 -18.90
C 10.50 4.27 -17.42
N 10.78 5.70 -17.35
O 10.82 6.14 -16.01
C 9.30 3.89 -16.37
C 11.75 3.51 -17.08
C 11.68 8.02 -18.21
H 13.78 6.88 -18.14
H 13.71 5.34 -18.86
H 13.29 5.49 -17.17
H 10.07 6.68 -19.77
H 11.59 6.75 -20.61
H 11.63 4.19 -20.49
H 10.19 4.55 -20.98
H 9.95 2.98 -19.07
H 8.92 4.20 -18.80
H 8.36 4.31 -16.71
H 9.10 2.82 -16.45
H 9.48 4.16 -15.33
H 12.41 3.87 -16.29
H 11.46 2.49 -16.81
H 12.33 3.32 -17.98
H 11.75 8.47 -17.22
H 10.63 8.29 -18.28
H 12.37 8.66 -18.76
H 10.06 6.72 -16.08
C 1.09 1.92 -33.78
C 1.47 0.64 -32.85
C 2.84 0.02 -33.34
C 4.02 0.71 -32.87
C 4.00 1.04 -31.33
C 2.70 1.74 -30.80
N 1.53 1.00 -31.35
O 0.29 1.36 -30.69
C 2.64 1.46 -29.29
C 2.76 3.26 -31.14
C 0.40 -0.36 -33.12
H 0.41 1.69 -34.60
H 2.01 2.43 -34.07
H 0.54 2.65 -33.19
H 2.80 -1.07 -33.25
H 2.83 0.18 -34.42
H 4.30 1.64 -33.35
H 4.95 0.21 -33.13
H 4.89 1.62 -31.09
H 4.17 0.10 -30.80
H 1.87 1.90 -28.66
H 2.54 0.38 -29.14
H 3.53 1.80 -28.77
H 1.79 3.73 -31.29
H 3.35 3.93 -30.51
H 3.30 3.46 -32.06
H 0.58 -0.65 -34.15
H -0.52 0.22 -33.12
H 0.52 -1.25 -32.49
H 0.17 0.73 -29.97
C 11.78 11.12 -27.81
C 10.60 11.18 -26.83
C 9.23 11.40 -27.67
C 8.72 10.13 -28.30
C 8.66 8.95 -27.39
C 9.87 8.69 -26.53
N 10.51 9.97 -26.09
O 11.46 9.73 -25.11
C 9.32 7.87 -25.24
C 10.84 7.75 -27.24
C 10.69 12.31 -25.78
H 11.88 10.21 -28.39
H 12.74 11.29 -27.31
H 11.81 11.93 -28.54
H 8.49 11.91 -27.05
H 9.41 12.05 -28.52
H 9.37 9.88 -29.15
H 7.78 10.31 -28.82
H 8.36 8.14 -28.06
H 7.78 9.16 -26.79
H 8.71 7.08 -25.66
H 10.08 7.44 -24.59
H 8.70 8.48 -24.59
H 11.62 7.33 -26.61
H 10.25 7.01 -27.78
H 11.51 8.18 -27.99
H 10.31 13.27 -26.12
H 11.72 12.34 -25.44
H 10.12 12.19 -24.85
H 11.07 9.82 -24.24
C 11.21 3.34 -23.73
C 11.96 3.08 -25.13
C 13.41 2.65 -25.12
C 13.71 1.13 -24.73
C 12.93 0.25 -25.79
C 11.36 0.63 -25.85
N 11.28 2.12 -26.04
O 9.97 2.52 -26.32
C 10.93 -0.21 -27.08
C 10.69 0.15 -24.58
C 11.91 4.37 -26.06
H 10.15 3.48 -23.92
H 11.64 4.14 -23.14
H 11.26 2.49 -23.04
H 13.97 3.05 -25.96
H 13.83 3.18 -24.27
H 13.21 1.02 -23.78
H 14.77 0.93 -24.58
H 12.94 -0.76 -25.37
H 13.46 0.17 -26.74
H 10.95 -1.29 -26.99
H 9.86 -0.03 -27.17
H 11.47 0.09 -27.99
H 9.73 0.64 -24.46
H 10.68 -0.93 -24.45
H 11.20 0.43 -23.65
H 10.97 4.92 -26.15
H 12.33 4.34 -27.07
H 12.50 5.09 -25.49
H 9.82 2.22 -27.22
C 8.45 7.72 -31.40
C 8.09 6.27 -31.66
C 8.55 6.03 -33.16
C 8.57 4.54 -33.50
C 9.39 3.72 -32.56
C 9.10 4.00 -31.08
N 8.99 5.43 -30.79
O 8.78 5.61 -29.44
C 7.81 3.32 -30.63
C 10.29 3.51 -30.23
C 6.55 6.09 -31.50
H 9.48 8.01 -31.62
H 8.22 7.86 -30.34
H 7.70 8.29 -31.95
H 7.79 6.47 -33.80
H 9.53 6.47 -33.40
H 8.84 4.39 -34.55
H 7.57 4.13 -33.58
H 10.45 3.83 -32.81
H 9.22 2.69 -32.86
H 7.65 3.19 -29.56
H 6.88 3.64 -31.09
H 7.96 2.29 -30.96
H 10.73 2.58 -30.58
H 10.98 4.31 -30.52
H 10.18 3.28 -29.17
H 6.03 7.02 -31.26
H 6.27 5.44 -30.67
H 6.11 5.84 -32.47
H 9.57 6.03 -29.09
```

Energy relative to the best compared isomer or geometry (same formula, charge and spin) readings, ordered: 2.395; 0.049; 0.989; 13.204 eV